i | {
  "formula": "C3H11N3O",
  "method": "ωB97M-V/def2-TZVPD",
  "lumo_energy_ha": 0.0204,
  "spin_multiplicity": 1,
  "smiles": "[H]/N=C(\\N)NCC.O",
  "elements": ["N", "N", "H", "H", "H", "H", "C", "H", "H", "C", "H", "N", "H", "C", "O", "H", "H", "H"],
  "coordinates": [[0.900, -1.733, -1.219], [0.864, 0.164, 0.252], [0.312, -2.281, -0.619], [-0.113, 1.129, 2.330], [3.086, -0.804, -1.826], [1.143, -2.117, -2.107], [1.526, -0.577, -0.752], [-2.228, 1.251, -0.975], [-1.053, -0.661, 0.139], [-0.918, 0.564, 1.860], [0.616, 1.046, -0.180], [2.621, -0.158, -1.204], [0.031, -1.330, 1.468], [-0.293, -0.458, 0.904], [-1.496, 1.892, -1.026], [-1.986, 2.710, -1.180], [-1.402, 0.093, 2.717], [-1.609, 1.267, 1.419]],
  "mulliken_charge": [-0.3896, -0.3459, 0.1804, 0.3518, 0.2398, 0.1830, 0.4085, 0.2944, 0.3148, -1.2387, 0.2882, -0.6681, 0.4443, -0.3794, -0.6156, 0.3065, 0.3590, 0.2666]
}


ii | {
  "formula": "C3H11N3O",
  "method": "ωB97M-V/def2-TZVPD",
  "lumo_energy_ha": 0.0302,
  "spin_multiplicity": 1,
  "elements": ["N", "C", "H", "C", "H", "N", "H", "H", "H", "N", "H", "H", "C", "H", "H", "H", "O", "H"],
  "coordinates": [[0.203, 1.815, 0.243], [-1.523, -1.364, -0.149], [0.540, -2.904, -1.125], [2.095, 1.515, 0.111], [-2.082, -2.256, -0.433], [-2.261, -0.110, -0.084], [0.306, -0.549, 0.424], [-0.046, 2.784, 0.391], [2.239, 2.157, -0.775], [0.661, -2.459, -0.228], [-2.953, -0.142, -0.814], [2.300, 2.068, 1.048], [-0.209, -1.422, 0.047], [-0.067, 1.327, 1.089], [-0.411, 1.439, -0.479], [-2.770, -0.065, 0.793], [2.366, 0.311, 0.052], [1.613, -2.144, -0.111]],
  "mulliken_charge": [-0.6859, -0.2462, 0.2212, -0.1499, 0.3275, -0.5180, -0.1644, 0.2745, 0.2746, -0.6107, 0.2501, 0.2707, 0.1975, 0.3193, 0.2888, 0.2128, -0.6068, 0.3450]
}


Most stable: i (next structure +1.612 eV)